C8H19P | ωB97M-V/def2-TZVPD

Structure (XYZ):
```
28
Properties=species:S:1:pos:R:3:forces:R:3
C 0.705817 -1.049649 -0.900016 -0.2 2.9 -0.3
P 2.189536 -0.412733 -0.246964 0.5 -0.7 -1.7
C 2.661350 0.434298 1.397076 0.2 -3.5 1.7
C 3.226137 -1.966793 -0.110621 -1.7 0.9 0.1
C 3.023790 0.792893 -1.408834 0.9 -2.1 0.1
H 0.558878 -1.835886 -0.229909 -0.9 -1.8 0.9
H -0.262966 -0.430982 -1.069918 2.0 -0.8 0.5
H 2.139772 1.356230 1.523626 0.3 1.0 -0.1
H 2.266831 -0.221033 2.329868 0.8 1.2 -2.2
H 3.809763 0.369950 1.491166 -1.8 0.8 -0.2
H 2.820545 -2.337304 0.817766 0.7 -0.3 0.8
H 2.892218 -2.722929 -0.808264 0.1 0.3 -0.7
H 4.281976 -1.784911 -0.151779 0.5 0.0 0.3
H 3.874505 0.364466 -2.059503 -1.8 0.4 0.7
H 2.244029 1.318997 -1.928244 0.0 0.3 -0.4
H 3.533646 1.372080 -0.688706 0.5 1.4 0.4
C -2.880529 -0.801503 0.862498 0.4 1.2 -0.8
C -3.157172 0.360444 0.268436 -1.8 0.3 -0.8
C -3.520422 0.475309 -1.243082 2.1 -0.9 0.5
C -3.452516 1.634432 1.033010 -0.1 1.1 0.0
H -2.875827 -0.782184 1.910355 0.3 -0.2 1.5
H -2.536314 -1.701440 0.393314 -0.3 -0.3 -0.5
H -4.433901 -0.032609 -1.501008 -0.1 -1.1 0.1
H -2.594678 0.044670 -1.748138 -1.5 0.6 -0.1
H -3.794985 1.458254 -1.603506 0.8 0.6 0.2
H -3.480201 2.488070 0.322332 0.4 -0.4 0.4
H -2.795312 1.922057 1.871448 0.1 -0.5 -0.5
H -4.443967 1.687806 1.477592 -0.4 -0.5 0.0
```
Forces are in eV/Å.

As for the frontier orbital gap: 7.98 eV. The total energy comes out at -17889.2813 eV. Its energy above the lowest of the compared OMol25 structures with the same formula, charge and spin is 123.0 kJ/mol. The calculation puts the maximum force at 3.92 eV Å⁻¹. As for the HOMO energy: -7.2559 eV.

Atomic charges from the Löwdin analysis, expressed in e, are listed below:
1. C -0.30
2. P 0.71
3. C -0.25
4. C -0.21
5. C -0.21
6. H -0.08
7. H -0.01
8. H 0.01
9. H 0.08
10. H 0.06
11. H 0.03
12. H 0.04
13. H 0.04
14. H 0.08
15. H 0.03
16. H -0.01
17. C 0.02
18. C -0.39
19. C -0.07
20. C -0.09
21. H 0.04
22. H 0.06
23. H 0.06
24. H 0.09
25. H 0.05
26. H 0.07
27. H 0.08
28. H 0.07

***

C8H19P | ωB97M-V/def2-TZVPD

Structure (XYZ):
```
28
Properties=species:S:1:pos:R:3:forces:R:3
C -1.255891 -0.234339 0.396814 -0.4 1.0 -0.9
P -1.202781 1.380753 0.790102 1.9 0.6 1.6
C -2.284595 2.786761 1.549395 -1.8 -1.6 0.0
C 0.011482 1.466620 2.203436 -0.3 2.8 2.2
C -0.362041 2.182630 -0.620044 0.7 -0.9 2.3
H -1.613697 -0.898636 1.105600 -0.6 -1.4 1.3
H -1.650601 -0.352950 -0.589668 -0.3 -0.4 -0.7
H -3.391379 2.618176 1.408342 1.0 -0.2 0.0
H -2.143887 2.770059 2.662445 0.1 0.5 -1.3
H -2.122877 3.714903 1.027751 0.5 0.5 0.3
H 0.701712 0.671506 2.398655 -0.3 -1.0 -0.1
H 0.732005 2.317200 2.127680 -0.5 -0.2 -0.7
H -0.484335 1.851441 3.211742 0.7 -1.5 -1.9
H 0.538855 1.559771 -0.819948 -0.7 0.7 0.0
H -1.001071 2.318856 -1.434574 -0.8 0.2 -1.4
H -0.160134 3.106357 -0.108947 0.7 0.9 -0.6
C 0.792117 -1.962818 -2.311321 -0.7 0.8 -1.7
C 1.529187 -2.395449 -1.339477 -0.5 -1.3 1.3
C 1.118741 -3.551545 -0.440040 -0.5 2.8 1.8
C 2.777454 -1.730277 -0.962437 -0.5 2.1 -1.1
H 1.182011 -1.187547 -2.954384 -0.1 0.3 -0.1
H -0.187452 -2.313142 -2.552054 -0.4 -0.4 0.0
H 1.232018 -3.222329 0.696643 -0.5 -0.9 -2.3
H 1.738877 -4.349197 -0.644026 1.7 -1.8 -0.1
H 0.136956 -3.903233 -0.700240 -0.7 0.1 0.3
H 3.454150 -2.541599 -0.722721 1.1 0.6 -0.2
H 2.469228 -1.203972 -0.051137 0.7 0.1 0.2
H 2.988749 -0.874403 -1.775664 0.4 -2.2 1.9
```
Forces are in eV/Å.

As for the frontier orbital gap: 8.16 eV. The total energy comes out at -17889.2357 eV. Its energy above the lowest of the compared OMol25 structures with the same formula, charge and spin is 127.4 kJ/mol. The calculation puts the maximum force at 3.55 eV Å⁻¹. As for the HOMO energy: -7.3918 eV.

Atomic charges from the Löwdin analysis, expressed in e, are listed below:
1. C -0.29
2. P 0.70
3. C -0.21
4. C -0.23
5. C -0.20
6. H -0.05
7. H -0.03
8. H 0.04
9. H 0.03
10. H 0.02
11. H 0.02
12. H 0.05
13. H 0.07
14. H 0.07
15. H 0.03
16. H 0.02
17. C 0.00
18. C -0.49
19. C -0.06
20. C -0.08
21. H 0.05
22. H 0.06
23. H 0.13
24. H 0.04
25. H 0.06
26. H 0.07
27. H 0.07
28. H 0.13

***

C8H2 | ωB97M-V/def2-TZVPD

Structure (XYZ):
```
10
Properties=species:S:1:pos:R:3:forces:R:3
C -4.500374 0.055889 -0.002522 -2.3 0.0 0.1
C -3.320283 -0.009675 -0.016265 2.8 -0.1 -0.2
C -1.932196 -0.070990 -0.048395 0.8 0.0 0.2
C -0.713392 -0.102044 -0.006205 0.2 0.0 0.0
C 0.692254 -0.117549 0.022710 -0.3 -0.1 -0.1
C 1.911635 -0.137875 0.014251 -0.1 0.3 -0.2
C 3.308997 -0.031229 -0.043511 1.5 0.0 0.3
C 4.535240 0.062023 -0.016500 -2.6 0.1 0.0
H -5.566635 0.080798 0.041461 0.2 0.0 0.0
H 5.584756 0.270652 0.054974 -0.3 -0.2 -0.1
```
Forces are in eV/Å.

As for the frontier orbital gap: 8.92 eV. The total energy comes out at -8321.0256 eV. Its energy above the lowest of the compared OMol25 structures with the same formula, charge and spin is 0.0 kJ/mol. The calculation puts the maximum force at 2.84 eV Å⁻¹. As for the HOMO energy: -9.1756 eV.

Atomic charges from the Löwdin analysis, expressed in e, are listed below:
1. C 0.13
2. C -0.15
3. C -0.02
4. C 0.00
5. C -0.01
6. C -0.03
7. C -0.13
8. C 0.13
9. H 0.04
10. H 0.04

***

C8H20B2F2N2O10Tl | ωB97M-V/def2-TZVPD

Structure (XYZ):
```
45
Properties=species:S:1:pos:R:3:forces:R:3
Tl -2.732015 9.110659 1.133288 -0.4 0.9 -0.1
B -3.566377 7.606391 -1.169221 -2.9 -0.5 -1.9
H -3.707768 6.981623 -2.175012 -0.2 0.2 -0.2
H -3.099480 8.673207 -1.595742 2.1 0.2 0.5
H -4.638134 7.791973 -0.691820 -0.2 -0.7 0.9
H -2.754187 7.165096 -0.351354 1.7 -0.2 2.3
B -1.647480 6.512677 1.848085 2.4 1.8 1.5
H -2.660021 6.473192 1.082722 -2.0 -0.9 -1.8
H -1.502029 5.316341 1.832207 -0.6 -0.5 -1.4
H -0.750369 7.153958 1.402370 0.6 -0.2 -0.1
H -2.000682 7.007269 2.862191 -0.7 0.4 0.0
C -0.893542 5.704982 -3.182361 -0.2 1.0 -0.5
C -2.193408 5.184610 -3.798730 -0.8 -0.7 0.2
O -1.874229 3.915767 -4.301495 0.3 0.4 1.1
C -0.513744 3.740994 -4.239810 -0.4 -0.1 -1.5
O 0.027740 2.826571 -4.750068 0.3 -0.1 0.5
O 0.075398 4.827462 -3.706056 0.5 0.0 0.6
F -2.665358 5.885997 -4.870378 0.4 0.7 0.1
H -0.848525 5.797207 -2.093767 -0.3 -0.9 0.1
H -0.698296 6.740803 -3.474295 0.1 -0.2 -0.6
H -3.023174 5.125313 -3.092191 0.1 -0.2 0.0
C -8.614266 9.948848 1.332892 -0.3 -1.1 -0.5
C -8.741676 9.430172 -0.079879 -0.5 -0.1 -0.8
O -7.400580 9.383865 -0.540268 0.5 0.1 0.5
C -6.640867 10.163491 0.278399 -0.8 0.6 -0.6
O -5.489414 10.425685 0.096009 0.4 -0.5 0.1
O -7.396253 10.679583 1.248451 0.3 0.0 0.9
F -9.435850 10.299446 -0.858239 0.1 0.2 0.0
H -8.527508 9.066571 1.971967 0.3 0.3 0.4
H -9.471302 10.532188 1.648811 0.2 0.4 -0.1
H -9.168908 8.443475 -0.242359 0.0 0.0 0.3
C -6.556067 8.731841 -3.595709 -0.3 -0.6 0.6
N -8.022631 8.432213 -3.541142 0.1 0.5 -0.4
O -8.762963 9.390741 -3.598037 -0.1 -0.1 0.2
O -8.366770 7.271022 -3.542333 0.0 -0.1 0.3
H -6.329994 9.512344 -2.877658 -0.2 0.3 -0.3
H -6.387988 9.005137 -4.631699 0.4 0.0 0.1
H -6.063458 7.823295 -3.264429 0.2 -0.1 -0.4
C -0.035323 11.822853 -2.121858 0.8 -1.6 0.2
N -1.174470 10.879415 -2.388636 0.1 0.0 0.5
O -1.233816 10.377222 -3.474586 -0.2 0.1 -0.1
O -1.935322 10.604492 -1.455994 0.0 0.0 0.0
H 0.790653 11.225604 -2.513150 0.1 0.7 -0.7
H 0.212402 11.811136 -1.064990 -0.8 0.7 0.2
H -0.204817 12.764622 -2.624296 0.0 0.1 0.1
```
Forces are in eV/Å.

As for the total charge: +1. As for the frontier orbital gap: 3.27 eV. The total energy comes out at -43535.5563 eV. The calculation puts the maximum force at 3.52 eV Å⁻¹. As for the HOMO energy: -13.0911 eV.

Atomic charges from the Löwdin analysis, expressed in e, are listed below:
1. Tl 1.16
2. B -0.28
3. H 0.02
4. H 0.09
5. H 0.02
6. H -0.01
7. B -0.24
8. H 0.08
9. H 0.10
10. H 0.00
11. H -0.01
12. C -0.07
13. C -0.32
14. O 0.14
15. C -0.53
16. O 0.21
17. O 0.09
18. F 0.07
19. H 0.13
20. H 0.14
21. H 0.14
22. C -0.03
23. C -0.29
24. O 0.11
25. C -0.54
26. O 0.09
27. O 0.11
28. F 0.08
29. H 0.15
30. H 0.15
31. H 0.18
32. C 0.05
33. N -0.45
34. O 0.07
35. O 0.07
36. H 0.08
37. H 0.11
38. H 0.08
39. C 0.08
40. N -0.41
41. O 0.13
42. O -0.05
43. H 0.11
44. H 0.10
45. H 0.11

***

C8H20BN | ωB97M-V/def2-TZVPD

Structure (XYZ):
```
30
Properties=species:S:1:pos:R:3:forces:R:3
B -0.856785 0.668885 -0.528733 1.3 -1.4 1.3
C -2.273780 -1.851803 -0.949979 -0.7 0.9 0.2
C 2.083372 1.094939 1.405754 0.3 -1.8 1.2
C -2.639725 0.422790 1.439404 0.3 0.1 1.9
C 2.902622 0.692346 -1.685253 -1.3 -3.1 -2.4
C -1.618539 -1.633040 0.397366 1.2 2.1 0.2
C 2.619504 -0.262365 0.736154 -2.0 -0.1 -1.3
C -1.356637 -0.068695 0.778081 1.3 -2.0 -0.1
C 2.108164 -0.217610 -0.773448 1.7 2.1 2.4
N -1.347935 1.633380 -1.338205 0.6 0.6 -1.5
H -3.017293 -1.001450 -1.137806 0.7 -1.5 0.0
H -2.741684 -2.822862 -0.802335 -0.5 0.0 -1.0
H -1.543448 -1.862462 -1.787337 -0.5 0.0 0.6
H 2.720747 1.230752 2.333913 -0.8 0.5 -1.1
H 0.986781 1.066802 1.746727 1.8 0.0 -0.8
H 2.232195 1.853598 0.625317 -0.1 0.1 0.7
H -3.512771 0.159457 0.871525 -0.4 0.1 -0.6
H -2.668757 1.486838 1.712088 0.1 -0.1 -0.4
H -2.820218 -0.088774 2.420379 0.4 0.2 -0.7
H 2.212828 1.182970 -2.394698 0.5 -0.1 0.1
H 3.573768 -0.036281 -2.309489 -0.8 1.5 0.8
H 3.496129 1.401419 -1.223998 1.2 1.4 1.1
H -2.139210 -2.057412 1.245791 -0.6 -0.1 0.0
H -0.660746 -2.126241 0.402723 0.5 -0.2 -0.1
H 3.733466 -0.327600 0.907095 -1.0 0.2 -0.7
H 2.183104 -1.241619 1.093357 0.4 1.3 0.4
H -0.409448 -0.195953 1.447156 -2.0 0.8 -0.7
H 1.803762 -1.105267 -1.214919 -0.6 -1.6 -0.6
H -2.208137 2.123678 -1.223156 -0.6 0.3 0.1
H -0.841336 1.881568 -2.193479 -0.4 0.0 0.6
```
Forces are in eV/Å.

As for the frontier orbital gap (alpha / beta): 7.70 / 7.00 eV. The total energy comes out at -10783.1158 eV. Its energy above the lowest of the compared OMol25 structures with the same formula, charge and spin is 462.1 kJ/mol. The calculation puts the maximum force at 4.13 eV Å⁻¹. As for the HOMO energy (alpha / beta): -7.1983 / -6.3961 eV.

Atomic charges from the Löwdin analysis, expressed in e, are listed below:
1. B -0.23
2. C -0.12
3. C -0.12
4. C -0.11
5. C -0.15
6. C -0.25
7. C -0.25
8. C -0.32
9. C -0.17
10. N 0.18
11. H 0.09
12. H 0.07
13. H 0.08
14. H 0.07
15. H 0.06
16. H 0.05
17. H 0.06
18. H 0.08
19. H 0.09
20. H 0.06
21. H 0.11
22. H 0.03
23. H 0.10
24. H 0.09
25. H 0.10
26. H 0.09
27. H 0.12
28. H 0.03
29. H 0.08
30. H 0.09

***

C8H20BrNO7Sr | ωB97M-V/def2-TZVPD

Structure (XYZ):
```
38
Properties=species:S:1:pos:R:3:forces:R:3
Sr -0.093851 -0.598425 -0.068520 -0.4 -0.4 0.3
Br -2.768091 0.175755 1.011440 0.0 -0.3 0.2
N -1.042761 -3.667525 1.555970 1.4 -2.6 -2.7
O -0.500321 -3.061465 0.632240 1.7 2.2 -2.7
O -0.931951 -4.874885 1.534930 -0.6 -0.5 1.3
O -1.642541 -3.005555 2.324780 -2.6 1.8 3.6
C 2.451969 -2.431445 1.754880 0.7 0.2 0.6
O 1.672329 -1.241625 1.806950 -0.8 1.1 -0.9
C 2.459449 -0.109075 2.205520 -0.4 0.7 0.0
C 1.641639 1.229405 2.392710 -0.2 -1.4 -0.2
O 0.616219 1.395205 1.407420 -0.4 0.7 0.3
C -0.100371 2.652385 1.693210 -0.5 -0.8 -1.0
H 2.893449 -2.541035 2.745420 -0.2 -0.6 0.2
H 3.316539 -2.317545 1.100930 -0.1 0.1 -0.4
H 1.837279 -3.278135 1.449310 0.0 0.2 0.2
H 3.246389 0.058665 1.470200 0.2 -0.1 0.0
H 2.884409 -0.376915 3.172870 0.3 0.3 0.0
H 2.236559 2.132745 2.257980 0.7 -0.4 0.6
H 1.168829 1.174015 3.373260 0.0 0.3 0.1
H -0.793721 2.541815 2.526950 0.3 -0.2 0.2
H -0.705141 2.832525 0.804450 0.0 0.0 0.0
H 0.560109 3.507955 1.834170 0.3 -0.3 0.1
C 0.766809 2.590105 -1.727590 1.6 0.2 0.2
O -0.085641 1.457445 -1.726620 -0.8 0.7 -1.2
C -0.826931 1.342145 -2.965750 -1.3 -1.5 0.8
C -2.064511 0.470275 -2.720290 0.9 -0.4 0.0
O -1.658211 -0.877975 -2.194160 1.4 3.2 -0.8
C -2.524941 -1.955105 -2.362510 -1.7 0.2 0.0
H 0.383099 3.596885 -1.892710 -1.2 -0.3 0.1
H 1.516359 2.508475 -2.514750 0.2 -0.4 0.0
H 1.259859 2.586585 -0.755480 0.1 0.1 -0.1
H -0.274791 0.877265 -3.782530 0.7 0.1 0.3
H -1.271591 2.255905 -3.359990 0.5 0.6 0.4
H -2.519021 0.539065 -3.708610 -0.2 -1.3 -0.3
H -2.796251 1.000655 -2.110890 0.2 -0.5 0.8
H -2.936581 -1.962495 -3.371770 0.3 -0.3 -0.2
H -3.362301 -1.746735 -1.696540 -0.3 -0.7 0.2
H -2.011771 -2.879335 -2.096890 -0.1 0.1 -0.1
```
Forces are in eV/Å.

As for the expectation value of S²: 0.76. As for the total charge: +1. The spin multiplicity is 2. As for the frontier orbital gap (alpha / beta): 10.19 / 3.84 eV. The total energy comes out at -95310.5116 eV. The calculation puts the maximum force at 4.78 eV Å⁻¹. As for the HOMO energy (alpha / beta): -13.2883 / -11.3981 eV.

Atomic charges from the Löwdin analysis, expressed in e, are listed below:
1. Sr 1.41
2. Br 0.14
3. N -0.64
4. O -0.14
5. O 0.13
6. O 0.14
7. C -0.06
8. O -0.32
9. C -0.15
10. C -0.14
11. O -0.38
12. C -0.07
13. H 0.10
14. H 0.10
15. H 0.09
16. H 0.13
17. H 0.13
18. H 0.13
19. H 0.14
20. H 0.10
21. H 0.08
22. H 0.10
23. C -0.09
24. O -0.30
25. C -0.17
26. C -0.14
27. O -0.34
28. C -0.10
29. H 0.11
30. H 0.10
31. H 0.08
32. H 0.14
33. H 0.14
34. H 0.13
35. H 0.11
36. H 0.10
37. H 0.09
38. H 0.10